{"formula": "C4H8CdO3", "method": "ωB97M-V/def2-TZVPD", "spin_multiplicity": 2, "s_squared": 0.77, "lumo_ev": [-6.8, -6.8], "charge": 1, "orbital_gap_ev": [6.50, 6.65], "symbols": ["C", "C", "O", "H", "H", "H", "H", "H", "O", "Cd", "O", "C", "C", "H", "H", "H"], "positions_angstrom": [[-0.084828, -3.248966, 0.735624], [0.659664, -2.525649, -0.362169], [-0.166243, -1.425831, -0.730824], [0.385535, -4.222136, 0.927947], [-0.090308, -2.646528, 1.654646], [-1.132147, -3.401385, 0.443352], [0.817638, -3.156249, -1.251195], [1.669077, -2.244912, -0.024702], [-0.032163, 2.112980, -0.230361], [0.076597, 0.884413, -1.703628], [0.406122, -0.265980, -0.143415], [-0.062392, 1.416767, 0.874156], [0.889241, 1.716615, 1.925445], [0.844269, 1.195810, 2.881206], [-1.041408, 1.047558, 1.224053], [1.773051, 2.310973, 1.691734]], "forces_ev_per_a": [[0.000, -0.398, 0.233], [0.021, -1.375, 0.335], [0.225, -0.394, -0.193], [-0.195, 0.232, 0.135], [0.105, -0.226, -0.190], [0.324, -0.116, 0.007], [-0.372, 0.228, 0.128], [-0.481, 0.516, -0.230], [0.022, 1.764, 3.057], [-0.014, -0.553, -4.098], [1.208, -0.865, 0.908], [-0.950, 2.180, 1.554], [0.162, -0.963, -1.092], [-0.210, 0.265, -0.247], [0.489, -0.254, -0.371], [-0.335, -0.042, 0.064]], "mulliken_charge": [-1.082, -0.141, -0.136, 0.354, 0.280, 0.285, 0.298, 0.281, -0.832, 1.227, -0.646, 0.918, -0.671, 0.316, 0.243, 0.305]}


{"formula": "H28O14", "method": "ωB97M-V/def2-TZVPD", "lumo_ev": -0.3, "orbital_gap_ev": 8.46, "symbols": ["H", "H", "H", "H", "H", "H", "H", "H", "H", "H", "H", "H", "H", "H", "H", "H", "H", "H", "H", "H", "H", "H", "H", "H", "H", "H", "H", "H", "O", "O", "O", "O", "O", "O", "O", "O", "O", "O", "O", "O", "O", "O"], "positions_angstrom": [[-0.069408, 0.862589, -0.145611], [-0.362808, -0.596403, 0.163097], [3.486552, -0.714983, -3.232497], [2.210437, -0.625899, -4.053250], [-1.321977, -2.484467, 4.082719], [-0.050582, -1.724668, 3.741687], [1.579292, -3.387645, -1.110036], [0.119288, -3.411700, -0.688312], [4.964463, -0.128066, -0.565746], [3.946215, 0.998385, -0.500002], [3.031504, 0.455749, 1.528446], [4.230770, -0.474479, 1.447960], [0.916124, 4.377317, 0.773540], [-0.022903, 3.300453, 0.255241], [-3.183235, 3.592278, -1.150852], [-1.668278, 3.470130, -1.156020], [1.791370, 2.547812, -0.230777], [1.952467, 1.353064, 0.694785], [-3.166727, 0.567876, -0.709486], [-4.525330, 0.927383, -0.130700], [-2.434489, 2.035016, 1.942577], [-2.132988, 1.196135, 0.711554], [1.033894, -0.172232, 1.004878], [1.462640, -1.629320, 0.949092], [-1.270120, -2.292471, -0.648772], [-2.470616, -1.728802, 0.093607], [-3.597203, -3.255156, -0.177165], [-3.225278, -3.451457, -1.637705], [0.059666, -0.028046, -0.490719], [2.945305, -1.216425, -3.852657], [-1.011129, -1.650364, 3.713076], [0.793867, -2.831359, -1.058633], [4.504355, 0.444990, 0.057871], [3.279624, -0.472549, 1.603867], [0.241513, 4.214985, 0.104558], [-2.424154, 3.576085, -1.744590], [1.335188, 1.755041, 0.073199], [-4.062153, 0.227145, -0.604117], [-2.544451, 2.023699, 0.985096], [1.414384, -0.873661, 1.545447], [-1.773947, -1.480272, -0.524353], [-3.981145, -3.295693, -1.060304]], "forces_ev_per_a": [[-0.038, -0.291, -0.525], [-0.419, -0.179, -0.635], [-0.098, -0.090, -0.091], [-0.044, -0.111, 0.043], [-0.039, 0.127, 0.013], [0.077, 0.184, -0.261], [0.002, 0.025, -0.136], [0.334, -0.286, 0.002], [0.100, 0.092, -0.088], [0.046, -0.054, -0.124], [0.621, -0.684, 0.495], [-0.180, 0.354, 0.559], [-0.202, 0.106, 0.035], [-0.020, 0.074, 0.232], [0.122, -0.034, -0.015], [-0.150, 0.198, -0.065], [-0.122, 0.286, -0.083], [-0.219, -0.049, -0.148], [-0.258, -0.100, -0.413], [0.111, -0.038, -0.034], [-0.042, 0.026, -0.001], [-0.029, -0.092, 0.152], [-0.171, -0.814, -0.213], [0.050, 0.307, -0.127], [-0.004, 0.396, -0.214], [-0.289, 0.223, -0.174], [-0.282, -0.140, -0.130], [-0.152, 0.148, -0.072], [-0.355, 0.309, -0.054], [0.113, 0.159, 0.069], [-0.069, -0.242, 0.098], [-0.039, -0.157, 0.226], [1.915, 1.556, -2.825], [4.256, -0.435, 2.400], [0.053, 0.186, -0.080], [-0.023, -0.093, 0.021], [1.807, 1.692, 0.391], [-0.076, -0.074, 0.123], [0.358, 0.185, 0.139], [-5.754, -1.177, 0.875], [-0.948, -1.131, 0.498], [0.055, -0.358, 0.134]], "mulliken_charge": [0.333, 0.354, 0.290, 0.324, 0.300, 0.311, 0.281, 0.253, 0.293, 0.299, 0.267, 0.363, 0.282, 0.394, 0.302, 0.314, 0.373, -0.005, 0.347, 0.307, 0.261, 0.256, 0.509, 0.341, 0.058, 0.367, 0.278, 0.317, -0.601, -0.620, -0.616, -0.571, -0.599, -0.555, -0.668, -0.630, -0.641, -0.588, -0.587, -0.652, -0.471, -0.570]}


{"formula": "C2H3NO2", "method": "ωB97M-V/def2-TZVPD", "lumo_ev": 0.8, "orbital_gap_ev": 10.86, "symbols": ["N", "C", "O", "H", "C", "O", "H", "H"], "positions_angstrom": [[2.477659, 0.713705, 0.606499], [1.923045, -0.295216, 0.301459], [1.600849, -1.388033, 0.126891], [2.319714, 1.666742, 0.905393], [-1.088400, -0.257429, -0.074783], [-1.344826, 0.873640, 0.093031], [-0.547028, -0.745499, 0.765800], [-1.191321, -0.702144, -1.028423]], "forces_ev_per_a": [[0.272, 1.190, -0.025], [1.117, 0.956, 1.174], [-0.787, -1.501, -0.875], [-0.259, -0.665, -0.335], [1.846, -1.220, 1.686], [-1.231, 3.227, 0.115], [-0.619, -0.807, -0.491], [-0.339, -1.179, -1.251]], "mulliken_charge": [-0.410, 0.551, -0.412, 0.293, -0.198, -0.366, 0.262, 0.279]}


These records have relative energy (zero: lowest compared OMol25 entry of this formula, charge and spin) values of 383.28 708.55 138.29 kJ/mol, in the order they appear.